Entry 1:
ORCA calculation (wB97M-V/def2-TZVPD) on a cluster of 7 separate species, C25H51NO8S2 in total at a distorted geometry.

Summary:
E_LUMO = -0.0529 hartree
Gap between HOMO and LUMO = 7.67 eV
SMILES = O=C1C=C(N=C=S)C(=O)C=C1S.CC(C)O.CC(C)O.CC(C)O.CC(C)O.CC(C)O.CC(C)O
HOMO energy = -9.1 eV

Each line ends with the Mulliken charge.
Element x y z (Å)
O -4.776 -2.604 -0.223  -0.601
C -3.802 -3.318 -0.200  0.307
C -3.124 -3.652 1.062  -0.403
C -2.101 -4.492 1.057  0.242
N -1.455 -4.832 2.307  -0.389
C -2.073 -5.678 2.946  0.494
S -2.876 -6.744 3.738  -0.365
C -1.575 -5.132 -0.186  0.626
O -0.660 -5.919 -0.109  -0.564
C -2.204 -4.752 -1.452  -0.713
C -3.230 -3.912 -1.451  0.223
S -3.984 -3.448 -2.963  -0.190
H -3.465 -3.213 1.979  0.502
H -1.790 -5.165 -2.352  0.600
H -5.209 -3.100 -2.539  0.169
C 2.521 -3.470 2.891  -1.335
C 2.212 -2.446 1.810  0.320
C 1.492 -1.235 2.382  -0.807
O 1.409 -3.038 0.790  -0.520
H 1.596 -3.828 3.351  0.267
H 3.027 -4.336 2.464  0.354
H 3.154 -3.044 3.671  0.400
H 3.140 -2.133 1.328  0.355
H 0.539 -1.528 2.825  0.304
H 1.273 -0.515 1.592  -0.029
H 2.089 -0.738 3.150  0.394
H 0.586 -3.318 1.203  0.278
C -2.928 -3.904 -7.206  -1.200
C -1.683 -3.938 -6.333  0.435
C -0.461 -4.379 -7.124  -1.351
O -1.890 -4.813 -5.223  -0.413
H -3.146 -4.900 -7.601  0.338
H -3.794 -3.590 -6.623  0.250
H -2.805 -3.219 -8.045  0.375
H -1.507 -2.949 -5.909  0.241
H -0.603 -5.389 -7.517  0.355
H 0.421 -4.401 -6.483  0.320
H -0.267 -3.706 -7.961  0.388
H -2.049 -5.697 -5.568  0.305
C -1.208 2.481 2.531  -1.410
C -1.393 0.982 2.370  1.051
C -2.821 0.636 1.975  -1.407
O -1.050 0.322 3.588  -0.491
H -1.854 2.868 3.323  0.339
H -0.179 2.706 2.817  0.211
H -1.437 3.010 1.604  0.381
H -0.705 0.610 1.611  0.137
H -3.522 0.963 2.749  0.333
H -2.937 -0.444 1.869  0.190
H -3.099 1.109 1.033  0.417
H -1.650 0.642 4.274  0.279
C 2.056 4.061 -1.065  -1.300
C 1.580 2.989 -0.096  0.795
C 2.694 2.558 0.846  -1.200
O 1.092 1.856 -0.817  -0.537
H 2.868 3.689 -1.691  0.253
H 1.246 4.355 -1.734  0.342
H 2.407 4.947 -0.533  0.373
H 0.739 3.365 0.487  0.041
H 3.529 2.134 0.282  0.365
H 2.339 1.785 1.531  0.185
H 3.065 3.400 1.434  0.394
H 1.821 1.504 -1.337  0.347
C -1.856 3.427 8.378  -1.338
C -1.225 2.860 7.115  0.407
C -0.501 3.937 6.323  -1.116
O -2.231 2.248 6.303  -0.517
H -2.597 4.191 8.126  0.352
H -2.374 2.643 8.932  0.328
H -1.105 3.875 9.029  0.377
H -0.524 2.069 7.380  0.271
H -1.196 4.719 6.006  0.323
H -0.059 3.512 5.421  0.176
H 0.291 4.400 6.914  0.410
H -2.865 2.928 6.058  0.335
C 3.187 4.755 -5.457  -1.269
C 4.421 4.723 -4.570  0.370
C 5.658 4.314 -5.355  -1.280
O 4.214 3.825 -3.478  -0.505
H 2.989 3.763 -5.873  0.342
H 2.308 5.046 -4.881  0.296
H 3.310 5.457 -6.283  0.382
H 4.579 5.707 -4.126  0.254
H 5.534 3.309 -5.768  0.348
H 6.533 4.292 -4.705  0.320
H 5.852 5.004 -6.177  0.376
H 4.073 2.946 -3.844  0.314



Entry 2:
ORCA calculation (wB97M-V/def2-TZVPD) on a structure of composition C25H52Br12N4O3 at a distorted geometry.

Summary:
E_LUMO = -0.0088 hartree
Gap between HOMO and LUMO = 6.66 eV
HOMO energy = -6.9 eV

Each line ends with the Mulliken charge.
Element x y z (Å)
C 0.442 -0.050 3.158  0.009
O -0.601 -0.437 2.575  -0.357
N 1.588 -0.814 3.119  0.074
C 2.894 -0.257 3.643  -0.790
C 1.663 -2.151 2.491  -0.778
H 0.554 0.899 3.705  0.399
H 2.696 0.592 4.296  0.323
H 3.382 -0.030 2.694  0.388
H 3.463 -0.965 4.246  0.304
H 2.048 -2.940 3.137  0.981
H 0.643 -2.434 2.232  0.066
H 2.276 -2.208 1.591  -0.749
C -2.547 -1.254 1.921  -0.177
O -1.989 -1.780 1.001  -0.220
N -3.005 0.010 1.876  0.504
C -3.397 0.734 3.054  -0.479
C -2.838 0.866 0.688  0.265
H -2.674 -1.726 2.908  0.405
H -3.470 0.101 3.939  0.416
H -4.444 0.996 2.901  0.376
H -2.676 1.527 3.254  -0.221
H -2.469 0.388 -0.220  -0.614
H -3.767 1.281 0.296  1.129
H -2.118 1.651 0.917  -1.490
C -2.286 3.545 1.788  -0.131
O -2.230 3.691 0.571  -0.599
N -1.373 2.817 2.473  0.386
C -1.357 2.584 3.883  -1.429
C -0.202 2.247 1.829  -0.346
H -3.048 4.026 2.420  0.337
H -2.215 2.966 4.437  0.364
H -0.498 3.072 4.343  0.389
H -1.324 1.527 4.150  0.383
H 0.749 2.636 2.192  0.436
H -0.054 1.170 1.895  -1.048
H -0.228 2.573 0.789  0.306
C 4.011 -0.413 -1.044  -1.609
C 3.449 -0.996 0.264  2.716
C 4.072 -2.324 0.732  -0.122
C 5.514 -2.280 1.103  0.026
N 6.629 -2.238 1.413  -0.551
H 3.516 0.521 -1.310  0.114
H 3.823 -1.078 -1.887  0.310
H 5.080 -0.217 -0.958  0.598
H 2.374 -1.161 0.194  -2.951
H 3.509 -0.251 1.058  0.174
H 3.865 -2.961 -0.128  0.509
H 3.566 -2.821 1.559  0.475
Br -2.560 5.508 -2.077  -0.251
C -3.554 4.118 -1.033  -0.547
C -2.892 2.775 -1.167  -0.293
Br -3.860 1.838 -2.542  -0.100
H -4.606 4.119 -1.317  0.592
H -3.520 4.417 0.014  0.318
H -2.914 2.115 -0.300  0.752
H -1.850 2.776 -1.489  -0.239
Br -1.275 1.319 -4.288  -0.194
C 0.449 1.884 -3.644  1.341
C 1.399 1.906 -4.836  -0.996
Br 3.207 2.148 -4.128  -0.112
H 0.767 1.140 -2.914  -2.222
H 0.360 2.823 -3.098  0.790
H 1.240 2.722 -5.541  0.640
H 1.448 0.951 -5.360  0.683
Br -0.020 -0.893 -3.563  -0.076
C 1.948 -1.176 -3.284  0.320
C 2.486 -1.015 -4.717  -0.555
Br 4.447 -1.268 -4.815  -0.225
H 1.999 -2.176 -2.854  0.819
H 2.242 -0.381 -2.599  -0.900
H 2.316 0.037 -4.948  -0.448
H 1.951 -1.604 -5.462  0.598
Br 2.016 0.704 -1.511  -0.077
C 1.049 0.632 0.249  0.261
C -0.487 0.238 0.002  -0.314
Br -1.262 1.417 -1.300  1.015
H 1.230 1.647 0.602  0.970
H 1.578 -0.032 0.934  -0.221
H -1.059 0.273 0.929  0.388
H -0.607 -0.727 -0.491  -1.929
Br 0.983 -2.006 -1.360  -0.011
C -0.198 -2.792 0.066  1.103
C 0.422 -4.038 0.686  -0.341
Br -0.829 -4.929 1.871  -0.186
H -1.149 -3.048 -0.402  -0.726
H -0.305 -2.069 0.874  -0.385
H 1.236 -3.885 1.395  0.032
H 0.789 -4.706 -0.093  0.694
Br -1.351 -0.956 -1.577  1.485
C -2.625 -1.891 -2.674  -1.186
C -3.313 -2.901 -1.779  -0.611
Br -4.477 -4.127 -2.847  -0.180
H -2.093 -2.425 -3.462  0.664
H -3.297 -1.132 -3.074  0.549
H -3.881 -2.429 -0.978  0.401
H -2.577 -3.532 -1.281  0.408



Entry 3:
ORCA calculation (wB97M-V/def2-TZVPD) on a cluster of 8 separate species, C25H52Cl14NO2 in total at a distorted geometry.

Summary:
E_LUMO = -0.0904 hartree
Gap between HOMO and LUMO = 9.13 eV
HOMO energy = -11.6 eV
Charge = +1

Each line ends with the Mulliken charge.
Element x y z (Å)
C 1.493 -0.387 2.098  -0.788
O 0.996 0.726 1.381  -0.422
C 0.014 0.386 0.427  -0.751
C -1.348 0.069 1.040  -0.421
C -1.745 1.007 2.174  -0.479
C -2.415 2.308 1.726  -1.153
C -3.756 2.122 1.044  -0.329
C -4.850 1.674 2.014  -1.015
C -6.241 1.714 1.367  0.338
C -7.305 1.539 2.480  -0.865
O -8.457 0.815 2.128  -0.379
C -8.138 -0.376 1.451  -0.604
C -7.598 0.010 0.096  0.040
N -6.261 0.628 0.333  -0.286
H 0.786 -0.779 2.830  0.338
H 1.801 -1.173 1.408  0.365
H 2.387 -0.063 2.617  0.248
H -0.035 1.198 -0.291  0.337
H 0.342 -0.500 -0.124  0.455
H -2.075 0.098 0.231  0.172
H -1.367 -0.954 1.405  0.316
H -0.868 1.278 2.750  0.426
H -2.404 0.470 2.857  0.409
H -1.736 2.857 1.078  0.367
H -2.559 2.927 2.609  0.376
H -4.065 3.064 0.592  0.476
H -3.685 1.394 0.237  0.001
H -4.657 0.636 2.295  0.337
H -4.853 2.243 2.938  0.456
H -6.315 2.691 0.909  0.425
H -6.829 1.149 3.379  0.403
H -7.653 2.535 2.727  0.194
H -9.020 -0.993 1.349  0.432
H -7.372 -0.924 2.007  0.372
H -8.270 0.702 -0.390  0.376
H -7.477 -0.895 -0.489  -0.221
H -5.580 -0.108 0.538  0.493
H -5.949 1.039 -0.551  0.507
Cl 3.721 0.559 -1.787  -0.213
C 4.213 1.324 -0.251  -0.100
C 5.480 0.724 0.307  -0.572
Cl 5.215 -0.958 0.848  -0.206
H 3.383 1.224 0.446  0.005
H 4.368 2.382 -0.455  0.368
H 5.800 1.294 1.178  0.377
H 6.284 0.722 -0.422  0.330
Cl -7.469 -3.460 -1.498  -0.181
C -6.596 -3.078 -3.007  -0.482
C -5.137 -2.806 -2.754  -0.524
Cl -4.906 -1.295 -1.822  -0.140
H -7.087 -2.225 -3.468  0.324
H -6.698 -3.937 -3.667  0.362
H -4.610 -2.681 -3.698  0.330
H -4.666 -3.609 -2.194  0.334
Cl 2.065 5.377 -2.210  -0.190
C 1.981 3.887 -3.187  -0.167
C 2.030 4.169 -4.665  -0.422
Cl 0.559 4.996 -5.239  -0.192
H 1.070 3.362 -2.914  0.275
H 2.832 3.272 -2.900  0.061
H 2.103 3.231 -5.213  0.298
H 2.885 4.789 -4.923  0.336
Cl -9.732 7.074 2.771  -0.175
C -10.808 5.696 2.434  -0.494
C -10.032 4.436 2.152  -0.407
Cl -9.141 4.535 0.606  -0.198
H -11.446 5.965 1.597  0.337
H -11.430 5.551 3.315  0.333
H -10.713 3.590 2.074  0.344
H -9.314 4.234 2.943  0.284
Cl 9.846 -3.288 1.666  -0.223
C 8.078 -3.482 1.792  -0.235
C 7.675 -4.235 3.032  -0.399
Cl 8.170 -5.945 2.969  -0.175
H 7.734 -3.984 0.890  0.326
H 7.653 -2.480 1.809  0.078
H 6.590 -4.220 3.129  0.302
H 8.111 -3.793 3.924  0.326
Cl 7.442 0.705 -4.413  -0.182
C 8.658 -0.475 -3.853  -0.488
C 8.021 -1.733 -3.322  -0.271
Cl 7.127 -1.438 -1.808  -0.088
H 9.266 0.011 -3.095  0.324
H 9.289 -0.715 -4.706  0.339
H 8.792 -2.471 -3.101  0.060
H 7.326 -2.160 -4.040  0.332
Cl 9.599 -7.480 -0.552  -0.181
C 11.254 -6.874 -0.816  -0.450
C 11.278 -5.388 -1.061  -0.024
Cl 10.529 -4.951 -2.623  -0.215
H 11.682 -7.423 -1.651  0.346
H 11.825 -7.103 0.082  0.290
H 12.308 -5.037 -1.095  0.338
H 10.750 -4.850 -0.280  -0.108